# 1
Entry from the Open Molecules 2025 dataset: a structure of composition C29H39CrN4O5 (ωB97M-V/def2-TZVPD).

Results
2S+1: 2
energy above the lowest of the compared OMol25 structures with the same formula, charge and spin: 0.0 kJ/mol
net charge: 0
⟨S²⟩: 1.1928

The geometry in XYZ format:
```
78
Properties=species:S:1:pos:R:3:forces:R:3
Cr 0.6346 0.4494 0.7228 -0.2 0.3 -0.2
O -1.3276 -1.4447 -1.7466 0.1 0.0 0.0
C -1.1018 -0.4979 -2.7737 0.0 -0.1 -0.1
C 0.1620 0.3302 -2.5983 0.0 0.0 0.0
N 0.2533 1.1979 -1.3965 -0.1 0.0 0.0
C -1.0380 1.8875 -1.1721 0.0 0.0 0.0
C -1.9334 0.9891 -0.3318 0.0 0.0 0.0
O -3.0893 0.7498 -0.6257 0.0 0.0 0.0
O -1.3030 0.5066 0.6938 -0.1 0.1 0.0
C 1.2894 2.2182 -1.6412 -0.1 0.1 0.0
C 1.8531 2.7930 -0.3458 0.1 -0.2 0.0
O 2.5749 3.7618 -0.3861 -0.1 0.1 0.0
O 1.5330 2.1346 0.7372 0.0 0.0 0.0
H -2.0841 -1.1453 -1.2263 0.0 0.0 0.0
H -1.9773 0.1422 -2.8992 0.0 0.0 0.0
H -0.9691 -1.0447 -3.7122 0.0 0.0 0.0
H 0.2284 0.9690 -3.4902 0.0 0.0 0.0
H 1.0309 -0.3265 -2.5965 0.0 0.0 0.0
H -1.5149 2.1772 -2.1112 0.0 0.0 0.0
H -0.8452 2.7899 -0.5881 0.0 0.0 0.0
H 0.8978 3.0352 -2.2551 0.0 0.0 0.0
H 2.1201 1.7811 -2.1927 0.0 0.0 0.0
C 1.4293 -3.3166 5.0847 0.0 0.0 0.0
C 0.8812 -3.0113 3.7159 0.1 0.0 0.0
C -0.3790 -3.4792 3.3350 0.0 0.0 0.0
C -0.9034 -3.2036 2.0832 0.0 -0.1 0.0
C -2.2683 -3.6844 1.6751 0.0 0.0 0.0
C -0.1397 -2.4486 1.1915 -0.1 -0.1 0.0
C 1.1004 -1.9477 1.5534 0.1 0.1 0.1
C 1.6082 -2.2431 2.8243 0.0 0.0 0.0
N 1.7508 -1.0196 0.6774 0.1 -0.2 -0.1
C 2.8700 -1.5346 -0.1244 0.1 0.1 0.1
C 2.3957 -2.6070 -1.1159 0.0 0.0 0.0
C 3.5608 -3.0812 -1.9893 0.0 0.0 0.0
C 4.1466 -1.8912 -2.7563 0.0 0.0 0.0
C 4.6554 -0.8403 -1.7644 0.0 0.0 0.0
C 5.7371 -1.4543 -0.8737 0.0 0.0 0.0
C 5.1409 -2.6342 -0.1042 0.0 0.0 0.0
C 4.6446 -3.6909 -1.0959 0.0 0.0 0.0
C 3.9675 -2.1535 0.7582 0.0 0.0 -0.1
C 3.4915 -0.3691 -0.8915 0.0 0.0 0.0
H 0.6263 -3.4899 5.8022 0.0 0.0 0.0
H 2.0463 -2.4945 5.4509 0.0 0.0 0.0
H 2.0524 -4.2134 5.0657 0.0 0.0 0.0
H -0.9621 -4.0597 4.0430 0.0 0.0 0.0
H -2.7615 -4.2150 2.4889 0.0 0.0 0.0
H -2.2052 -4.3574 0.8179 0.0 0.0 0.0
H -2.9015 -2.8451 1.3797 0.0 0.0 0.0
H -0.5196 -2.2249 0.2027 0.0 0.0 0.0
H 2.5542 -1.8123 3.1292 0.0 0.0 0.0
H 1.5843 -2.2057 -1.7284 0.0 0.0 0.0
H 1.9775 -3.4502 -0.5572 0.0 0.0 0.0
H 3.1985 -3.8325 -2.6964 0.0 0.0 0.0
H 3.3825 -1.4524 -3.4079 0.0 0.0 0.0
H 4.9651 -2.2256 -3.4011 0.0 0.0 0.0
H 5.0651 0.0144 -2.3092 0.0 0.0 0.0
H 6.1163 -0.7020 -0.1752 0.0 0.0 0.0
H 6.5824 -1.7906 -1.4818 0.0 0.0 0.0
H 5.9023 -3.0711 0.5479 0.0 0.0 0.0
H 4.2415 -4.5529 -0.5554 0.0 0.0 0.0
H 5.4783 -4.0499 -1.7073 0.0 0.0 0.0
H 4.3071 -1.4061 1.4829 0.0 0.0 0.0
H 3.5619 -3.0005 1.3171 0.0 0.0 0.0
H 2.7232 0.0764 -1.5214 0.0 0.0 0.0
H 3.8185 0.3967 -0.1805 0.0 0.0 0.0
N 0.5625 0.5213 6.9457 0.0 0.0 0.0
C 0.5519 0.5435 5.5802 0.0 0.0 0.0
C -0.5538 0.0856 4.8561 0.0 0.0 0.0
C -0.5274 0.1396 3.4835 0.0 0.0 0.0
N 0.5140 0.6189 2.7909 0.0 -0.1 0.0
C 1.5649 1.0820 3.4796 0.0 0.0 0.0
C 1.6298 1.0614 4.8524 0.0 0.0 0.0
H -0.1221 -0.0348 7.4256 0.0 0.0 0.0
H 1.4323 0.6644 7.4266 0.0 0.0 0.0
H -1.4204 -0.3190 5.3625 0.0 0.0 0.0
H -1.3588 -0.2186 2.8914 0.0 0.0 0.0
H 2.3725 1.4863 2.8839 0.0 0.0 0.0
H 2.5054 1.4499 5.3559 0.0 0.0 0.0
```
Forces are in eV/Å.

***

# 2
Entry from the Open Molecules 2025 dataset: a structure of composition C29H39I2N6OSSbSc at a distorted geometry (ωB97M-V/def2-TZVPD).

Results
energy above the lowest of the compared OMol25 structures with the same formula, charge and spin: 50.4 kJ/mol
net charge: +1

The geometry in XYZ format:
```
80
Properties=species:S:1:pos:R:3:forces:R:3
Sc -0.0301 -1.3770 -0.4666 0.6 -1.0 -0.4
I -5.9483 -4.0635 -3.9009 0.0 0.0 0.0
C -4.4852 -2.8202 -3.0919 -0.1 0.0 0.0
C -4.8010 -1.9881 -2.0299 0.1 0.1 0.0
C -3.8079 -1.1946 -1.4719 -0.1 0.1 0.2
I -4.2636 0.0450 0.1429 0.0 0.0 -0.1
C -2.4998 -1.2377 -1.9391 0.0 0.3 0.0
O -1.5021 -0.5596 -1.3415 -0.9 0.1 -0.3
C -2.2151 -2.0401 -3.0430 0.3 -0.2 -0.1
C -0.7997 -2.0613 -3.5515 0.0 0.0 0.1
N 0.1626 -2.6440 -2.5725 -0.1 0.2 0.2
C 1.5240 -2.6299 -3.1044 -0.1 0.1 0.0
C 2.1046 -1.2463 -2.9833 0.0 0.0 0.0
C 3.1328 -0.8205 -3.8087 0.1 0.0 -0.1
C 3.6372 0.4585 -3.6519 0.0 0.0 0.0
C 3.0857 1.2819 -2.6808 0.1 0.0 -0.1
C 2.0656 0.7813 -1.9004 0.0 -0.1 -0.1
N 1.5852 -0.4621 -2.0330 -0.1 0.1 0.2
C -3.1977 -2.8378 -3.6052 0.1 0.0 -0.1
H -5.8077 -1.9504 -1.6383 0.0 0.0 0.0
H -0.7510 -2.6157 -4.4908 0.0 -0.1 -0.1
H -0.4628 -1.0418 -3.7453 0.0 0.0 0.0
H -0.1093 -3.6022 -2.3884 -0.1 -0.1 0.0
H 2.1342 -3.3377 -2.5394 0.0 0.0 0.1
H 1.5571 -2.9397 -4.1518 0.0 -0.1 -0.1
H 3.5207 -1.4868 -4.5700 0.0 0.0 0.0
H 4.4401 0.8129 -4.2871 0.0 0.0 0.0
H 3.4346 2.2943 -2.5314 0.0 0.0 0.0
H 1.6103 1.3879 -1.1341 0.0 0.0 0.0
H -2.9540 -3.4759 -4.4477 0.0 0.0 0.1
N -3.5007 -3.4013 1.4381 0.0 -0.2 -0.1
C -2.2174 -3.0916 1.2047 -0.2 0.1 0.2
S -1.4210 -3.7603 -0.1846 0.2 0.5 0.1
N -1.6392 -2.3025 2.0948 0.0 0.0 -0.3
N -0.3932 -1.9652 1.6690 0.0 0.1 0.2
C 0.5170 -1.8344 2.5472 0.4 -0.1 0.1
C 1.8825 -1.5548 2.0932 -0.1 -0.1 0.1
C 2.9217 -1.4435 3.0022 0.1 0.0 0.1
C 4.2177 -1.3009 2.5346 0.0 0.0 0.1
C 4.4360 -1.2832 1.1672 0.0 0.0 0.0
C 3.3414 -1.3733 0.3269 -0.1 0.1 0.0
N 2.0854 -1.4919 0.7636 -0.1 0.0 -0.1
H -3.9390 -4.1257 0.9002 0.0 0.0 0.0
H -3.9352 -3.0787 2.2867 0.0 0.0 0.0
H 0.3033 -2.0207 3.5938 0.1 0.0 0.1
H 2.7058 -1.4859 4.0623 0.0 0.0 0.0
H 5.0455 -1.2173 3.2273 0.0 0.0 0.0
H 5.4308 -1.1957 0.7527 0.0 0.0 0.0
H 3.4771 -1.3357 -0.7462 0.0 0.0 0.0
C -0.9306 4.3677 0.3354 -0.1 0.0 -0.1
C -1.1796 2.9407 -0.1413 0.1 0.0 0.0
C -0.7537 2.7612 -1.5995 0.0 0.2 0.0
Sb -0.2981 1.3792 1.0785 0.0 0.0 0.0
C 1.3817 2.2706 2.1320 0.0 0.1 -0.1
C 1.1238 3.6050 2.8372 0.1 -0.1 0.0
C 2.6070 2.3543 1.2176 0.0 0.1 0.1
C -1.6821 1.1962 2.7398 0.0 0.0 -0.1
C -0.9564 0.8750 4.0463 -0.1 0.0 0.0
C -2.6079 2.4003 2.8855 0.0 -0.1 0.1
H -1.4998 5.0636 -0.2906 0.0 0.0 0.0
H 0.1232 4.6389 0.2404 0.0 0.0 0.0
H -1.2336 4.5312 1.3694 0.0 0.0 0.0
H -2.2434 2.7116 -0.0626 -0.1 0.0 0.0
H 0.2911 3.0582 -1.7424 -0.1 0.0 0.0
H -1.3572 3.4066 -2.2464 0.0 0.0 0.0
H -0.8774 1.7345 -1.9459 0.0 0.0 0.0
H 1.5797 1.5048 2.8882 0.0 0.0 0.0
H 1.1886 4.4392 2.1391 0.0 0.0 0.0
H 1.8873 3.7667 3.6056 0.0 0.0 0.0
H 0.1511 3.6600 3.3259 0.0 0.0 0.0
H 2.4229 3.0093 0.3583 0.0 0.0 0.1
H 2.9078 1.3718 0.8440 0.0 0.0 0.0
H 3.4612 2.7738 1.7604 0.0 0.0 0.0
H -2.2691 0.3235 2.4501 0.0 0.0 0.0
H -0.4117 1.7347 4.4378 0.0 0.0 0.0
H -0.2469 0.0510 3.9420 -0.1 0.1 0.0
H -1.6871 0.5793 4.8055 0.0 0.0 0.0
H -2.0667 3.2983 3.1918 0.0 0.0 0.0
H -3.3572 2.1951 3.6580 0.0 0.0 0.0
H -3.1451 2.6315 1.9645 0.0 0.0 0.0
```
Forces are in eV/Å.

***

# 3
Entry from the Open Molecules 2025 dataset: a structure of composition C29H39N5NiOSSi3 at a distorted geometry (ωB97M-V/def2-TZVPD).

Results
net charge: -2

The geometry in XYZ format:
```
79
Properties=species:S:1:pos:R:3:forces:R:3
Ni 0.6056 -0.3467 -1.8573 -1.3 -2.2 -1.4
N 4.3369 -2.7443 -1.8823 0.1 -0.1 0.0
C 3.4460 -1.7015 -2.0978 0.1 0.4 0.0
S 2.2397 -1.9136 -3.3085 -0.7 0.4 0.5
N 3.6238 -0.6306 -1.4001 0.5 -0.4 0.6
N 2.6537 0.3276 -1.5799 -0.3 0.5 -0.2
C 3.1045 1.5151 -1.6967 0.3 0.0 0.1
C 2.2913 2.6659 -2.0303 -0.4 0.0 0.0
C 2.6442 3.9438 -1.6102 -0.1 0.0 0.0
C 1.8877 5.0544 -1.9483 0.1 0.2 0.1
C 0.7655 4.8780 -2.7608 0.0 -0.1 0.0
C 0.4245 3.6336 -3.2431 -0.1 0.1 0.1
C 1.1610 2.4589 -2.8975 0.1 0.0 -0.3
O 0.8594 1.3124 -3.3591 0.3 0.5 -0.3
H 4.4003 -3.3752 -2.6619 0.1 0.0 0.0
H 5.2162 -2.4639 -1.4740 0.0 0.0 0.0
H 4.1858 1.6611 -1.6200 0.0 -0.1 0.2
H 3.5109 4.0650 -0.9667 0.0 0.0 0.0
H 2.1498 6.0376 -1.5753 0.0 0.0 0.0
H 0.1530 5.7387 -3.0145 0.0 0.0 0.0
H -0.4467 3.5111 -3.8779 0.0 0.0 0.0
C -0.6666 -2.0859 3.9808 0.1 0.1 0.0
Si -0.5389 -1.8440 2.0719 0.2 0.4 0.1
C -2.3588 -2.1741 1.5931 0.2 0.1 -0.3
C 0.4996 -3.3352 1.5198 -0.1 0.1 -0.2
C 0.1828 -0.2179 1.5367 0.0 0.4 0.5
Si 1.5165 0.2915 2.7334 -0.6 0.1 0.1
C 0.7232 0.9517 4.3604 0.1 -0.1 0.0
C 2.6744 -1.1261 3.2517 -0.2 0.0 0.0
C 2.7571 1.7038 2.3978 -0.2 -0.1 -0.4
Si -0.9473 1.1599 1.1472 0.3 -0.3 0.6
C -0.2485 2.9330 1.2421 0.2 -0.3 0.0
C -2.4685 1.2386 2.3152 0.0 0.0 -0.2
C -1.7526 1.2845 -0.6008 0.2 -0.1 -0.4
C -2.9911 1.9302 -0.7158 0.0 0.0 0.2
C -3.5880 2.1243 -1.9432 0.0 0.0 -0.1
C -2.9393 1.6512 -3.0704 -0.1 0.1 0.1
C -1.7166 1.0355 -2.9084 0.3 -0.1 -0.3
N -1.1222 0.8678 -1.7244 0.1 -0.2 1.0
H -1.0506 -3.0840 4.2173 0.0 -0.1 -0.1
H -1.3534 -1.3555 4.4203 0.0 0.0 -0.1
H 0.2967 -1.9742 4.4845 -0.1 0.0 0.0
H -2.9782 -2.3223 2.4820 0.1 0.0 0.0
H -2.4416 -3.0652 0.9690 0.0 0.0 0.0
H -2.7780 -1.3433 1.0258 -0.1 -0.1 -0.1
H -0.0983 -4.2471 1.4345 0.0 0.0 0.1
H 1.3300 -3.5324 2.2015 0.0 0.0 0.0
H 0.9291 -3.1266 0.5392 0.0 0.0 -0.1
H -0.1029 0.3203 4.6902 0.1 0.1 0.0
H 0.3172 1.9558 4.1964 0.0 0.0 0.0
H 1.4496 1.0133 5.1785 0.1 0.0 0.0
H 2.1442 -1.9378 3.7556 0.1 0.0 -0.1
H 3.4655 -0.7699 3.9193 0.0 0.1 0.0
H 3.1390 -1.5329 2.3534 0.1 -0.1 -0.1
H 2.3076 2.5641 1.9013 0.0 0.0 0.0
H 3.5719 1.3495 1.7684 0.1 0.0 -0.2
H 3.1895 2.0477 3.3421 -0.1 -0.1 0.1
H 0.1203 3.1605 2.2458 0.0 0.0 0.0
H -1.0116 3.6731 0.9865 -0.1 -0.1 0.0
H 0.5776 3.0548 0.5360 0.0 0.1 0.0
H -2.1143 1.2788 3.3486 0.1 0.0 0.0
H -3.0927 0.3469 2.2166 0.0 0.1 0.1
H -3.0995 2.1178 2.1489 0.0 0.0 0.1
H -3.4810 2.2767 0.1852 0.0 0.0 -0.1
H -4.5428 2.6313 -2.0269 0.0 0.0 0.0
H -3.3671 1.7725 -4.0568 0.1 -0.1 0.0
H -1.1580 0.6759 -3.7612 0.0 0.0 0.1
N -4.4470 -6.0643 -2.2329 0.1 0.1 0.0
C -3.6873 -5.1967 -2.1925 -0.4 -0.4 0.0
C -2.7527 -4.1276 -2.1382 0.4 0.5 0.0
C -3.1584 -2.8385 -1.7913 0.0 -0.3 -0.1
C -2.2307 -1.8148 -1.7171 0.1 0.4 0.1
C -0.8524 -1.9671 -1.9753 0.4 0.7 0.2
C -0.4989 -3.2840 -2.3307 0.4 0.1 0.1
C -1.3973 -4.3331 -2.4129 -0.3 -0.1 0.0
H -4.2024 -2.6508 -1.5639 0.0 0.0 0.0
H -2.6355 -0.8566 -1.4173 0.1 0.0 0.0
H 0.5353 -3.5028 -2.5594 0.0 0.0 0.1
H -1.0693 -5.3278 -2.6957 0.1 0.1 0.0
```
Forces are in eV/Å.

***

Number 1: DFT total energy -75329.036 eV. Number 2: DFT total energy -95967.733 eV. Number 3: DFT total energy -115716.886 eV.